{
  "formula": "C2H8O2",
  "method": "ωB97M-V with the def2-TZVPD basis set",
  "de_lowest_kj_mol": 150.9,
  "smiles": "CO.CO",
  "homo_lumo_gap_ev": 10.9,
  "homo_ev": -10.12,
  "elements": ["C", "O", "H", "H", "H", "H", "C", "O", "H", "H", "H", "H"],
  "xyz": [[1.86910, -1.75213, 0.92919], [0.78349, -2.14048, 0.10285], [1.75458, -1.95823, 1.97296], [2.66750, -2.25781, 0.44310], [2.03660, -0.67301, 0.60256], [-0.09835, -2.15255, 0.60168], [-1.72695, 2.10721, -0.81966], [-0.60871, 1.29958, -0.51024], [-2.56470, 1.92930, -0.18133], [-1.51256, 3.09234, -0.35718], [-1.92676, 2.04987, -1.97107], [-0.67324, 0.45592, -0.81284]],
  "forces_ev_per_a": [[-0.302, 2.154, -2.496], [-3.132, -0.738, 1.018], [0.050, 0.066, 0.522], [1.148, -0.703, 0.398], [0.046, -0.876, 1.503], [2.136, 0.150, -0.957], [0.697, 0.486, -1.020], [0.635, 3.732, 1.712], [-1.177, -1.250, -0.114], [0.507, -0.010, -1.369], [-0.026, 0.670, 2.256], [-0.582, -3.681, -1.452]]
}